1.
ORCA calculation (the ωB97M-V functional and the def2-TZVPD basis) on the ion C3H3Cl2N2 with charge +1 at a distorted geometry.

The geometry in ORCA input format:
```
! wB97M-V def2-TZVPD RIJCOSX def2/J DEFGRID3
* xyz 1 1
C -0.42829 0.33966 0.01181
C 0.55593 -0.33560 -0.88325
C -0.42916 -0.73499 2.12655
N 1.49468 -0.98044 -0.33406
N -0.59091 0.34468 1.31049
Cl 0.39306 0.03534 -2.55830
Cl 0.74893 -1.74432 2.49670
H -1.00695 1.20291 -0.57745
H 2.20912 -1.41060 -0.94987
H -1.43392 0.93590 1.74268
*
```

Summary:
- LUMO level (spin up / spin down) (eV) = -6.631 / -6.686
- energy above the lowest of the compared OMol25 structures with the same formula, charge and spin (eV) = 5.396
- E_HOMO (spin up / spin down) (eV) = -13.71 / -14.52



2.
ORCA calculation (the ωB97M-V functional and the def2-TZVPD basis) on the molecule C3H3Cl2NS at a distorted geometry.

The geometry in ORCA input format:
```
! wB97M-V def2-TZVPD RIJCOSX def2/J DEFGRID3
* xyz 0 1
S -0.39559 -2.14731 1.07354
C -0.51005 -0.53385 1.27895
C -0.06893 0.53910 0.33087
Cl 1.12244 1.67170 1.24845
N 0.52958 0.08304 -0.86611
C 1.61997 -0.47383 -0.95342
Cl 2.75535 -1.08517 0.26624
H -1.06316 -0.18186 2.03624
H -0.98556 1.15817 0.19201
H 1.95059 -0.89632 -1.84370
*
```

Summary:
- LUMO level (eV) = -1.051
- energy above the lowest of the compared OMol25 structures with the same formula, charge and spin (eV) = 0.948
- E_HOMO (eV) = -9.26



3.
ORCA calculation (the ωB97M-V functional and the def2-TZVPD basis) on a structure of composition C3H3ClF2 at a distorted geometry.

The geometry in ORCA input format:
```
! wB97M-V def2-TZVPD RIJCOSX def2/J DEFGRID3
* xyz 0 1
C 0.76022 0.78621 -1.06260
C -0.02795 -0.24988 -0.82253
C -0.57771 -0.46580 1.09670
F 0.07516 -1.55805 1.58467
F -0.14649 0.59608 1.85553
Cl -2.38161 -0.50632 1.25767
H 1.23715 1.10079 -2.01954
H 1.35341 1.33064 -0.27823
H -0.29218 -1.03367 -1.61166
*
```

Summary:
- LUMO level (eV) = 0.764
- energy above the lowest of the compared OMol25 structures with the same formula, charge and spin (eV) = 2.319
- E_HOMO (eV) = -10.71



4.
ORCA calculation (the ωB97M-V functional and the def2-TZVPD basis) on a cluster of 2 separate species, C3H3ClF2 in total at a distorted geometry.

The geometry in ORCA input format:
```
! wB97M-V def2-TZVPD RIJCOSX def2/J DEFGRID3
* xyz 0 1
C -1.56379 -0.53864 0.04231
C -1.05044 0.66078 0.04460
C 2.21818 -0.59178 -0.32778
F 0.03327 0.94174 0.90853
F 2.38301 0.28800 -1.30925
Cl 3.11023 -0.15157 0.94424
H -1.09613 -1.42394 0.50325
H -2.54073 -0.75648 -0.45246
H -1.49361 1.57189 -0.35343
*
```

Summary:
- LUMO level (eV) = -0.118
- energy above the lowest of the compared OMol25 structures with the same formula, charge and spin (eV) = 3.504
- E_HOMO (eV) = -9.82



5.
ORCA calculation (the ωB97M-V functional and the def2-TZVPD basis) on a cluster of 2 separate species, C3H3ClFN4O4 in total at a distorted geometry.

The geometry in ORCA input format:
```
! wB97M-V def2-TZVPD RIJCOSX def2/J DEFGRID3
* xyz -1 1
C -0.60496 0.43441 0.48050
H -1.26424 -1.22510 -0.57543
C -0.16298 -0.76088 -0.37842
C -1.54180 1.36599 -0.18406
N -2.36274 2.06276 -0.59823
N 0.16898 1.03252 1.41030
H -0.14532 1.92242 1.76444
H 1.19322 0.82851 1.50681
N 0.49788 -1.88070 0.35291
O 0.17405 -3.01103 0.04180
O 1.23026 -1.61547 1.27148
N 0.54773 -0.47999 -1.65869
O 1.14674 -1.38094 -2.18972
O 0.35038 0.59715 -2.17210
F -1.71947 -0.51055 1.21479
Cl 2.49225 2.62090 -0.28637
*
```

Summary:
- LUMO level (eV) = 1.998
- E_HOMO (eV) = -4.44



6.
ORCA calculation (the ωB97M-V functional and the def2-TZVPD basis) on a structure of composition C3H3ClFNO2 at a distorted geometry.

The geometry in ORCA input format:
```
! wB97M-V def2-TZVPD RIJCOSX def2/J DEFGRID3
* xyz 0 1
C -1.48889 -0.14824 0.35392
C -0.22862 0.82846 0.22558
C 1.10956 0.16742 0.49158
H -3.11355 -0.71274 -1.09939
H -2.36855 0.74905 -1.72960
H 1.19214 -0.32271 1.52520
N -2.43017 0.26823 -0.58449
O -1.73608 -1.08524 1.06310
O -0.36939 1.86478 -0.35897
F 2.28706 1.04208 0.31384
Cl 1.24759 -1.31130 -0.55817
*
```

Summary:
- LUMO level (eV) = -0.794
- energy above the lowest of the compared OMol25 structures with the same formula, charge and spin (eV) = 3.262
- E_HOMO (eV) = -10.25



7.
ORCA calculation (the ωB97M-V functional and the def2-TZVPD basis) on a cluster of 2 separate species, C3H3ClN2O in total at a distorted geometry.

The geometry in ORCA input format:
```
! wB97M-V def2-TZVPD RIJCOSX def2/J DEFGRID3
* xyz 0 1
C -2.19067 -0.11316 0.04061
C -0.45972 3.18967 -0.13150
C -1.96936 1.21754 0.26075
N -2.37699 -1.26836 -0.11276
N -0.93555 2.10022 -0.02515
O 0.25659 4.08751 -0.39790
Cl 6.08059 -0.96058 0.28242
H 5.52188 -1.19410 -0.73245
H -2.71776 1.66100 0.88328
H -2.92367 -1.60606 -0.89530
*
```

Summary:
- LUMO level (eV) = 0.441
- energy above the lowest of the compared OMol25 structures with the same formula, charge and spin (eV) = 2.115
- E_HOMO (eV) = -8.56



8.
ORCA calculation (the ωB97M-V functional and the def2-TZVPD basis) on the molecule C3H3ClN2O2 at a distorted geometry.

The geometry in ORCA input format:
```
! wB97M-V def2-TZVPD RIJCOSX def2/J DEFGRID3
* xyz 0 1
O 1.07153 -1.50455 1.02690
C 0.59899 -0.35825 0.48224
N 0.98019 0.86735 0.69440
C 0.08362 1.58194 -0.11796
Cl 0.20830 3.31315 -0.19669
C -0.80193 0.80901 -0.78064
N -0.41629 -0.45493 -0.34958
O -1.07934 -1.61204 -0.73494
H 1.79602 -1.27372 1.62552
H -1.72904 1.04416 -1.36986
H -0.71208 -2.41212 -0.27939
*
```

Summary:
- LUMO level (eV) = 0.374
- energy above the lowest of the compared OMol25 structures with the same formula, charge and spin (eV) = 2.115
- E_HOMO (eV) = -8.73



9.
ORCA calculation (the ωB97M-V functional and the def2-TZVPD basis) on the molecule C3H3ClN2OS at a distorted geometry.

The geometry in ORCA input format:
```
! wB97M-V def2-TZVPD RIJCOSX def2/J DEFGRID3
* xyz 0 1
O 0.84076 -2.35095 -0.42997
C 0.30952 -1.10995 -0.22296
N -0.99504 -0.99215 -0.05340
N -1.14800 0.35743 0.17887
S -2.72608 1.05558 0.26526
C -0.00049 1.04448 0.23465
C 0.98022 0.12118 0.00353
Cl 2.68305 0.37667 -0.11494
H 1.83134 -2.29585 -0.41513
H -3.30273 -0.16559 0.14222
H 0.01644 2.08534 0.45291
*
```

Summary:
- LUMO level (eV) = 0.496
- energy above the lowest of the compared OMol25 structures with the same formula, charge and spin (eV) = 1.052
- E_HOMO (eV) = -8.52



10.
ORCA calculation (the ωB97M-V functional and the def2-TZVPD basis) on the molecule C3H3ClN2OS at a distorted geometry.

The geometry in ORCA input format:
```
! wB97M-V def2-TZVPD RIJCOSX def2/J DEFGRID3
* xyz 0 1
C -1.46402 0.31672 1.02499
C -1.52012 -0.21180 -0.21392
C 0.55779 0.29410 0.28032
N -0.15642 0.58531 1.38011
N -0.28460 -0.11070 -0.73946
O 2.33317 0.36274 -1.68632
S 2.31051 0.51009 -0.10551
Cl 2.95122 -1.27329 0.83181
H -2.32399 0.48891 1.74640
H -2.33121 -0.71962 -0.79376
H -0.07234 -0.24247 -1.72466
*
```

Summary:
- LUMO level (eV) = -0.768
- energy above the lowest of the compared OMol25 structures with the same formula, charge and spin (eV) = 0.932
- E_HOMO (eV) = -9.56



11.
ORCA calculation (the ωB97M-V functional and the def2-TZVPD basis) on the molecule C3H3ClN2OS at a distorted geometry.

The geometry in ORCA input format:
```
! wB97M-V def2-TZVPD RIJCOSX def2/J DEFGRID3
* xyz 0 1
O 0.12340 1.87133 0.83027
N -0.06159 0.58731 0.34710
C -1.09073 -0.20981 0.74407
Cl -1.88979 0.41627 2.12024
C -1.09832 -1.40756 0.01747
N -0.11888 -1.13615 -0.95030
C 0.44672 0.06222 -0.75739
S 2.04122 0.71970 -1.45148
H 1.06036 1.73904 1.26960
H -1.73297 -2.25279 -0.06298
H 2.32058 -0.38958 -2.10659
*
```

Summary:
- LUMO level (eV) = 0.337
- energy above the lowest of the compared OMol25 structures with the same formula, charge and spin (eV) = 2.417
- E_HOMO (eV) = -8.57



12.
ORCA calculation (the ωB97M-V functional and the def2-TZVPD basis) on the molecule C3H3ClN2S at a distorted geometry.

The geometry in ORCA input format:
```
! wB97M-V def2-TZVPD RIJCOSX def2/J DEFGRID3
* xyz 0 1
C 0.26881 -0.15311 0.01983
S -1.40426 -1.11844 0.13078
N -1.15860 -2.56409 0.00893
C -2.73631 0.17294 -0.32694
Cl -2.38799 1.73900 0.29384
C -4.00853 -0.34168 -0.06535
N -5.11067 -0.67407 0.04581
H 1.03806 0.20116 0.76250
H -0.02345 0.75203 -0.50961
H 0.65240 -0.96314 -0.53078
*
```

Summary:
- LUMO level (spin up / spin down) (eV) = -1.752 / -1.918
- energy above the lowest of the compared OMol25 structures with the same formula, charge and spin (eV) = 6.199
- E_HOMO (spin up / spin down) (eV) = -9.06 / -8.95



13.
ORCA calculation (the ωB97M-V functional and the def2-TZVPD basis) on the molecule C3H3ClN2S at a distorted geometry.

The geometry in ORCA input format:
```
! wB97M-V def2-TZVPD RIJCOSX def2/J DEFGRID3
* xyz 0 1
Cl 0.97645 1.68677 0.82299
C 1.93119 0.05204 0.54256
C 1.07624 -1.09755 0.91590
C 1.57534 -2.37423 1.14008
N 0.64661 -3.22835 1.54427
N -0.51686 -2.72794 1.63640
S -0.62348 -1.17632 1.17293
H 2.37808 0.16462 -0.41452
H 2.78187 0.23014 1.28646
H 2.56526 -2.76899 0.95743
*
```

Summary:
- LUMO level (eV) = 0.128
- energy above the lowest of the compared OMol25 structures with the same formula, charge and spin (eV) = 1.315
- E_HOMO (eV) = -9.94



14.
ORCA calculation (the ωB97M-V functional and the def2-TZVPD basis) on the molecule C3H3ClO at a distorted geometry.

The geometry in ORCA input format:
```
! wB97M-V def2-TZVPD RIJCOSX def2/J DEFGRID3
* xyz 0 1
Cl -2.74392 0.05763 0.85481
C -1.14790 -0.64908 0.53783
C -0.17729 0.04467 0.08943
C 1.35983 0.16371 -0.33327
O 0.03488 1.32574 -0.20499
H -0.93320 -1.64757 0.42557
H 1.50007 -0.14799 -1.35136
H 2.10753 0.85290 -0.01800
*
```

Summary:
- LUMO level (eV) = 0.095
- energy above the lowest of the compared OMol25 structures with the same formula, charge and spin (eV) = 3.069
- E_HOMO (eV) = -9.22



15.
ORCA calculation (the ωB97M-V functional and the def2-TZVPD basis) on the molecule C3H3ClO2 at a distorted geometry.

The geometry in ORCA input format:
```
! wB97M-V def2-TZVPD RIJCOSX def2/J DEFGRID3
* xyz 0 1
O 3.38446 -0.71863 -0.65868
C 2.33897 -0.76668 -0.07325
O 1.80359 -0.91816 1.09241
C 0.82502 -0.65101 0.03239
C 0.14158 0.74050 -0.05190
Cl 1.38750 1.92993 0.16855
H 0.44455 -1.55838 -0.32988
H -0.38489 0.67103 0.93353
H -0.45447 0.77639 -1.02815
*
```

Summary:
- LUMO level (eV) = 0.691
- energy above the lowest of the compared OMol25 structures with the same formula, charge and spin (eV) = 1.835
- E_HOMO (eV) = -10.02



16.
ORCA calculation (the ωB97M-V functional and the def2-TZVPD basis) on the molecule C3H3ClOS2 at a distorted geometry.

The geometry in ORCA input format:
```
! wB97M-V def2-TZVPD RIJCOSX def2/J DEFGRID3
* xyz 0 1
O -0.25663 -1.69747 0.01282
C -0.01928 -0.49942 0.11039
C 1.35519 0.00582 0.57021
Cl 2.16829 0.45537 -1.01389
C -1.08306 0.62162 -0.25270
S -0.62880 2.17418 -0.03005
S -2.64647 0.06121 -0.70213
H 2.01260 -0.74533 0.94952
H 1.38978 0.84017 1.30323
H -2.29163 -1.21616 -0.94740
*
```

Summary:
- LUMO level (eV) = -1.485
- energy above the lowest of the compared OMol25 structures with the same formula, charge and spin (eV) = 0.187
- E_HOMO (eV) = -9.23



17.
ORCA calculation (the ωB97M-V functional and the def2-TZVPD basis) on the molecule C3H3ClS2 at a distorted geometry.

The geometry in ORCA input format:
```
! wB97M-V def2-TZVPD RIJCOSX def2/J DEFGRID3
* xyz 0 1
C -1.05040 -0.45448 -0.01879
C -2.30449 -0.62463 0.32665
C 1.63716 0.56368 -0.06682
S -0.06593 0.89580 -0.75571
S 2.24244 -1.05636 -0.51696
Cl -3.76471 0.05330 0.01277
H -0.48612 -1.32219 0.25455
H 2.25850 1.40940 -0.23609
H 1.53355 0.53546 1.00041
*
```

Summary:
- LUMO level (spin up / spin down) (eV) = -0.907 / -2.357
- energy above the lowest of the compared OMol25 structures with the same formula, charge and spin (eV) = 3.770
- E_HOMO (spin up / spin down) (eV) = -8.72 / -8.67



18.
ORCA calculation (the ωB97M-V functional and the def2-TZVPD basis) on a structure of composition C3H3CrO2 at a distorted geometry.

The geometry in ORCA input format:
```
! wB97M-V def2-TZVPD RIJCOSX def2/J DEFGRID3
* xyz 0 6
O 0.41283 1.63449 -0.69310
Cr -1.07872 2.94240 -0.96894
O -1.45040 -1.23674 -0.77891
C -0.50310 -0.53814 -0.47859
C -0.57507 0.92350 -0.34254
C 0.59067 -0.84619 0.62097
H 1.58587 -0.73189 0.16312
H 0.45844 -1.89017 0.92851
H 0.55948 -0.25727 1.54950
*
```

Summary:
- LUMO level (spin up / spin down) (eV) = -1.074 / -0.950
- energy above the lowest of the compared OMol25 structures with the same formula, charge and spin (eV) = 1.567
- E_HOMO (spin up / spin down) (eV) = -6.79 / -7.82



19.
ORCA calculation (the ωB97M-V functional and the def2-TZVPD basis) on a structure of composition C3H3CsO at a distorted geometry.

The geometry in ORCA input format:
```
! wB97M-V def2-TZVPD RIJCOSX def2/J DEFGRID3
* xyz 1 2
O -1.84124 -1.90144 1.73679
C -1.47705 -0.80303 1.49204
H -2.10500 0.12176 1.55996
C 0.71738 -0.12881 -0.06333
C 0.80224 0.67821 -1.09656
H 1.02083 -1.18185 -0.16631
H 1.20595 0.33288 0.81906
Cs 1.67689 2.88228 -4.28165
*
```

Summary:
- LUMO level (spin up / spin down) (eV) = -3.785 / -3.784
- energy above the lowest of the compared OMol25 structures with the same formula, charge and spin (eV) = 2.962
- E_HOMO (spin up / spin down) (eV) = -10.55 / -13.71



20.
ORCA calculation (the ωB97M-V functional and the def2-TZVPD basis) on a structure of composition C3H3CuO3 at a distorted geometry.

The geometry in ORCA input format:
```
! wB97M-V def2-TZVPD RIJCOSX def2/J DEFGRID3
* xyz 0 3
O -0.33474 -0.38893 -0.03583
C -1.39007 -0.28642 -0.96417
O -2.24608 -1.16549 -0.65318
C 1.76144 0.42562 0.60524
H 2.09518 -0.57053 0.89817
H 2.40259 1.27349 0.83891
C 0.51843 0.65487 0.19706
O -1.33719 0.50106 -1.88272
Cu -1.53202 -2.08595 0.87383
H 0.06246 1.64229 0.12269
*
```

Summary:
- LUMO level (spin up / spin down) (eV) = 0.331 / -3.247
- energy above the lowest of the compared OMol25 structures with the same formula, charge and spin (eV) = 0.046
- E_HOMO (spin up / spin down) (eV) = -8.14 / -10.11